C2H4ClOP | the ωB97M-V functional and the def2-TZVPD basis

Positions of all 9 atoms, in Å:
C -0.5596 0.2235 0.3190
C 1.3312 -0.8107 -0.4924
O -0.1060 -0.6589 -0.4628
P -2.8067 0.8144 -0.0221
Cl -2.7663 2.1442 1.4879
H -0.0631 1.0210 0.7321
H 1.6716 0.0884 -0.1306
H 1.6283 -1.1034 -1.6200
H 1.6706 -1.7185 0.1889

Output
- total charge = 0
- E_HOMO (spin up / spin down) (eV) = -7.8 / -7.0
- energy above the lowest of the compared OMol25 structures with the same formula, charge and spin (eV) = 4.837
- gap between HOMO and LUMO (spin up / spin down) (eV) = 8.1327 / 6.3380
- lowest unoccupied orbital energy (spin up / spin down) (eV) = 0.374 / -0.666
- energy (hartree) = -955.228328